(1)
85
Properties=species:S:1:pos:R:3:forces:R:3 method="wB97M-V/def2-TZVPD" largest_force_ev_per_a=0.9 charge=0 total_energy_ev=-78912.277 homo_lumo_gap_ha=0.2125
Pd -0.45853 0.44651 0.50699 0.7 -0.5 -0.4
O -1.31164 4.79792 0.42786 0.1 -0.1 0.1
C -1.50879 3.47470 0.59864 0.0 -0.1 0.0
O -0.76342 2.78109 1.23808 -0.3 0.3 0.1
C -2.76789 2.97091 -0.03981 0.2 0.3 0.0
C -3.76396 3.86443 -0.41648 0.0 0.0 -0.1
C -4.96174 3.35173 -0.88011 0.1 -0.1 0.0
C -5.11715 1.97541 -0.88863 -0.1 0.1 0.0
C -4.06410 1.17332 -0.46126 0.0 -0.3 -0.2
N -2.88202 1.64979 -0.09644 -0.2 0.1 0.4
C -4.32045 -0.30576 -0.24078 -0.2 0.0 0.1
O -4.97420 -0.95028 -1.23360 0.0 0.1 0.1
O -4.09144 -0.84971 0.79839 0.0 0.2 -0.2
H -0.52258 5.01968 0.94973 0.0 0.0 -0.1
H -3.58673 4.92579 -0.32974 0.0 0.0 0.0
H -5.76816 4.00359 -1.18795 0.0 0.0 0.0
H -6.06354 1.53346 -1.17271 0.0 0.0 0.0
H -4.96378 -0.42974 -2.04765 0.1 0.0 0.0
O 2.00247 -1.53526 0.24535 0.0 0.0 0.1
C 3.23600 -0.96742 0.13967 -0.1 -0.1 -0.1
C 4.42590 -1.60806 0.48035 0.0 0.0 0.0
C 5.62660 -0.93741 0.32306 0.0 0.0 0.0
C 5.64969 0.36680 -0.15419 0.0 0.0 0.0
C 4.45326 1.01516 -0.40709 0.0 0.0 0.0
C 3.22651 0.37447 -0.24769 -0.1 0.0 0.0
P 1.63323 1.34185 -0.26959 -0.1 0.0 0.4
C 2.18448 2.56112 1.00999 0.1 0.0 -0.2
C 1.98859 2.18916 2.34004 0.0 0.0 0.0
C 2.41444 3.00646 3.37316 0.0 0.0 0.0
C 3.02839 4.22313 3.09574 0.0 0.0 0.0
C 3.21954 4.60732 1.77777 0.0 0.0 0.0
C 2.80756 3.77533 0.74086 0.0 0.1 0.0
C 1.83323 2.27556 -1.83657 -0.1 -0.2 -0.1
C 1.18614 3.49855 -2.01584 -0.1 0.0 0.0
C 1.17352 4.12833 -3.25153 0.0 0.0 0.0
C 1.79713 3.53649 -4.34147 0.0 0.0 0.0
C 2.42931 2.31146 -4.18286 0.0 0.0 0.0
C 2.44403 1.68519 -2.94348 0.0 0.1 0.0
C 1.66627 -2.85318 0.11856 0.1 0.2 -0.1
C 2.52165 -3.83512 -0.37374 0.0 0.0 0.0
C 2.08865 -5.15033 -0.43108 0.0 0.0 0.0
C 0.81152 -5.48660 -0.00907 0.0 0.0 0.0
C -0.05055 -4.48054 0.39625 0.0 0.0 0.0
C 0.33832 -3.14626 0.43816 -0.1 0.2 0.0
P -0.95325 -1.80369 0.67632 0.1 0.1 0.1
C -1.68682 -2.45192 2.23856 -0.1 -0.1 -0.1
C -2.79636 -3.27200 2.42916 0.0 0.1 0.0
C -3.15311 -3.69992 3.70266 0.0 0.0 0.0
C -2.40477 -3.32085 4.80529 0.0 0.0 0.0
C -1.30999 -2.48480 4.63210 0.0 0.0 0.0
C -0.96614 -2.04594 3.36404 0.0 -0.1 0.0
C -1.93050 -2.27735 -0.82890 0.0 0.0 0.1
C -2.81478 -3.33994 -1.01616 0.1 0.0 -0.1
C -3.36715 -3.59877 -2.26221 0.0 0.0 0.0
C -3.04164 -2.80796 -3.35543 0.0 0.0 0.0
C -2.17379 -1.74100 -3.18476 0.0 0.0 0.0
C -1.63159 -1.47581 -1.93311 -0.1 0.0 0.0
H 4.41151 -2.61035 0.88058 0.0 0.0 0.0
H 6.55098 -1.43980 0.57891 0.0 0.0 0.0
H 6.59016 0.88273 -0.29493 0.0 0.0 0.0
H 4.46618 2.05315 -0.71766 0.0 0.0 0.0
H 1.47536 1.25635 2.54989 0.0 0.0 0.0
H 2.25651 2.70247 4.40030 0.0 0.0 0.0
H 3.35601 4.86523 3.90345 0.0 0.0 0.0
H 3.69867 5.55232 1.55218 0.0 0.0 0.0
H 2.97758 4.08337 -0.28311 0.0 0.0 0.0
H 0.68366 3.96688 -1.17818 0.0 0.0 0.0
H 0.67099 5.08101 -3.36528 0.0 0.0 0.0
H 1.78398 4.02270 -5.30853 0.0 0.0 0.0
H 2.91708 1.84024 -5.02695 0.0 0.0 0.0
H 2.93661 0.72675 -2.83538 0.0 0.0 0.0
H 3.50811 -3.57874 -0.72699 0.0 0.0 0.0
H 2.75933 -5.91261 -0.80719 0.0 0.0 0.0
H 0.47971 -6.51616 -0.02477 0.0 0.0 0.0
H -1.06441 -4.74032 0.67827 0.0 0.0 0.0
H -3.42418 -3.54894 1.59955 0.0 0.0 0.0
H -4.02547 -4.32865 3.83096 0.0 0.0 0.0
H -2.68159 -3.66072 5.79510 0.0 0.0 0.0
H -0.73243 -2.16161 5.48905 0.0 0.0 0.0
H -0.12928 -1.36816 3.22960 0.0 0.0 0.0
H -3.09173 -3.98069 -0.19659 0.0 -0.1 0.0
H -4.05667 -4.42575 -2.37784 0.0 0.0 0.0
H -3.45708 -3.02764 -4.33105 0.0 0.0 0.0
H -1.91065 -1.11219 -4.02694 0.0 0.0 0.0
H -0.96486 -0.62999 -1.79331 0.0 0.0 0.0

(2)
18
Properties=species:S:1:pos:R:3:forces:R:3 method="wB97M-V/def2-TZVPD" multiplicity=2 largest_force_ev_per_a=1.0 charge=-1 total_energy_ev=-26011.201 homo_lumo_gap_ha="0.0752 / 0.3046"
C 1.03050 1.44934 1.14827 -0.7 0.2 0.1
S 0.74400 2.58865 2.55505 0.4 -0.4 0.2
C -0.98035 2.13083 2.90509 0.3 -0.2 -0.2
H 0.15503 1.60089 0.50811 0.3 -0.2 -0.3
H 1.07695 0.40106 1.45169 0.0 0.0 0.2
H 1.94165 1.70220 0.61607 0.1 0.2 0.0
H -1.15069 2.04700 3.97834 0.0 0.3 0.0
H -1.60166 2.87705 2.42472 -0.4 0.0 0.2
H -1.20349 1.15393 2.48278 0.1 0.0 -0.1
C -1.13244 -3.26609 -2.85105 -0.3 0.4 -0.6
S -0.70299 -1.59371 -2.27327 0.4 -0.5 0.5
C 1.04939 -1.87516 -1.73995 -1.0 0.2 0.1
H -1.90484 -3.73234 -2.23699 0.2 0.0 0.1
H -0.27631 -3.91865 -2.98456 0.2 0.0 0.4
H -1.51854 -3.12214 -3.85922 -0.3 -0.2 0.0
H 1.20602 -1.33855 -0.80975 0.1 0.5 -0.2
H 1.22191 -2.91273 -1.45393 0.0 -0.2 -0.5
H 1.62599 -1.47945 -2.56801 0.6 -0.3 0.3

(3)
56
Properties=species:S:1:pos:R:3:forces:R:3 method="wB97M-V/def2-TZVPD" largest_force_ev_per_a=0.3 charge=0 total_energy_ev=-44665.268 homo_lumo_gap_ha=0.2558
K -1.07912 -0.08874 -0.78327 -0.2 -0.2 -0.1
C -4.59224 1.53301 -1.24254 0.0 0.0 0.0
C -4.04726 0.70226 -0.11083 -0.1 0.0 -0.1
C -4.18854 -0.68307 -0.11145 0.0 0.0 0.0
C -3.61224 -1.46908 0.88395 0.0 0.0 0.0
C -3.75239 -2.96764 0.85273 0.0 0.0 0.0
C -2.88892 -0.83920 1.89260 0.0 0.0 0.0
C -2.74882 0.54613 1.93472 0.0 0.0 0.0
C -1.95071 1.21110 3.02384 0.0 0.0 0.0
C -3.33845 1.30282 0.92629 0.1 0.0 0.0
H -3.82211 1.69199 -2.00228 0.0 0.0 0.0
H -4.91112 2.51533 -0.89623 0.0 0.0 0.0
H -5.43947 1.04340 -1.72108 0.0 0.0 0.0
H -4.75385 -1.16036 -0.90545 0.0 0.0 0.0
H -4.78622 -3.25645 0.66164 0.0 0.0 0.0
H -3.44334 -3.41608 1.79583 0.0 0.0 0.0
H -3.14073 -3.40282 0.05914 0.0 0.0 0.0
H -2.42079 -1.44061 2.66458 0.0 0.0 0.0
H -2.50139 2.04754 3.45482 0.0 0.0 0.0
H -1.01076 1.60719 2.63276 0.0 0.0 0.0
H -1.71136 0.51096 3.82283 0.0 0.0 0.0
H -3.22574 2.38225 0.93375 0.0 0.0 0.0
C 4.02207 -0.82090 -2.50660 0.0 0.0 0.0
C 4.40741 0.18129 -1.41732 0.0 0.0 0.0
C 3.92184 -0.24269 -0.04727 -0.1 0.0 0.0
C 4.85389 -0.66144 0.89604 0.0 0.0 0.0
C 4.46695 -1.19257 2.11500 0.0 0.0 0.0
C 3.11767 -1.34541 2.38222 0.0 0.0 0.0
C 2.15254 -0.94032 1.46777 0.0 0.0 0.0
C 0.70520 -1.23665 1.77782 -0.1 0.3 0.0
C 0.23728 -2.54238 1.13480 0.0 0.0 -0.1
C 2.54901 -0.33859 0.26227 0.2 0.0 0.1
N 1.56755 0.09388 -0.64412 -0.3 0.0 -0.1
C 1.60965 1.32756 -1.03810 0.2 0.0 0.2
C 0.79053 1.97343 -1.99945 -0.1 0.3 -0.1
C 0.98777 3.32002 -2.38372 0.0 -0.1 0.0
C 0.06699 3.57718 -3.38637 -0.1 0.1 0.0
C -0.66243 2.38433 -3.54220 0.0 -0.1 0.0
N -0.24007 1.41338 -2.72977 0.1 -0.1 0.1
H 4.41652 -0.50304 -3.47276 0.0 0.0 0.0
H 2.93966 -0.91230 -2.59429 0.0 0.0 0.0
H 4.43188 -1.80646 -2.27821 0.0 0.0 0.0
H 4.04692 1.17263 -1.68960 0.0 0.0 0.0
H 5.49639 0.25462 -1.37611 0.0 0.0 0.0
H 5.90830 -0.58009 0.65729 0.0 0.0 0.0
H 5.20882 -1.50319 2.83910 0.0 0.0 0.0
H 2.79995 -1.78972 3.31943 0.0 0.0 0.0
H 0.05321 -0.41120 1.46760 0.2 0.0 0.0
H 0.57674 -1.28368 2.86239 0.0 -0.1 0.0
H 0.41189 -2.52821 0.05538 0.0 0.0 0.0
H -0.82260 -2.73016 1.31992 0.0 0.0 0.0
H 0.80270 -3.38714 1.52963 0.0 0.0 0.0
H 2.34868 2.00251 -0.58923 0.0 0.0 0.0
H 1.73773 3.98684 -1.98331 0.0 0.0 0.0
H -0.07119 4.49380 -3.93816 0.0 0.0 0.0
H -1.47388 2.20472 -4.23640 0.0 0.0 0.0

(4)
10
Properties=species:S:1:pos:R:3:forces:R:3 method="wB97M-V/def2-TZVPD" largest_force_ev_per_a=2.8 charge=0 smiles="[H]/N=[SiH]/OS.S" total_energy_ev=-33165.121 homo_lumo_gap_ha=0.3067
N 0.00985 -0.72032 0.38843 1.4 -0.8 0.3
O 2.65486 0.01168 -0.31171 1.8 1.3 0.1
Si 1.45264 -0.99609 -0.24631 -2.8 0.0 0.2
S 2.91740 1.65635 -0.16207 0.0 -0.5 0.2
S -1.85564 1.66169 -0.15479 1.9 0.4 1.1
H -0.68995 -1.18690 0.94882 0.3 -0.1 -0.3
H -0.79119 2.39646 0.41296 -1.4 -0.3 -0.7
H 1.80785 -1.70315 -1.43649 0.0 -1.2 -0.3
H 1.62111 1.91446 -0.20737 -0.5 0.6 0.0
H -1.03696 0.58563 0.25770 -0.8 0.5 -0.6

(5)
70
Properties=species:S:1:pos:R:3:forces:R:3 method="wB97M-V/def2-TZVPD" largest_force_ev_per_a=1.1 charge=+1 total_energy_ev=-174708.888 homo_lumo_gap_ha=0.2709
Sn 0.91976 0.58732 -0.13461 -0.4 0.8 -0.7
C 1.55602 -1.35904 -4.12956 0.0 0.0 -0.1
C 0.52653 -0.95818 -4.98520 0.0 0.0 0.1
C -0.41772 -0.07184 -4.52849 0.1 0.0 0.1
C -0.34587 0.42563 -3.21295 0.3 -0.3 -0.1
N 0.63910 0.00061 -2.38968 0.0 0.3 0.0
C 1.56342 -0.86054 -2.85404 0.1 -0.1 0.1
N -1.33259 1.28952 -2.84663 -0.5 0.2 0.0
C -1.33852 2.04740 -1.80502 0.2 -0.2 -0.3
N -0.39319 2.14874 -0.81282 0.2 -0.4 0.1
C -0.70880 3.24343 -0.00863 0.4 0.2 0.2
N 0.02350 3.82433 0.86187 -0.6 0.0 0.1
C 1.36456 3.58885 1.05912 0.6 -0.1 0.1
C 2.03439 4.50426 1.87518 -0.1 -0.1 -0.1
C 3.39703 4.39991 2.05157 0.0 0.0 -0.1
C 4.09532 3.42349 1.35337 0.1 0.0 0.0
C 3.38176 2.54260 0.57570 0.0 -0.1 0.0
N 2.04604 2.58182 0.46437 -0.2 0.1 -0.1
C -2.01561 3.76409 -0.42896 -0.4 -0.2 -0.3
C -2.79665 4.79104 0.06281 0.1 0.1 0.0
C -3.95092 5.11109 -0.64231 0.0 0.0 0.1
C -4.30088 4.42492 -1.80184 0.0 0.0 -0.1
C -3.52381 3.37731 -2.28117 0.1 -0.1 -0.1
C -2.38224 3.05485 -1.57250 -0.1 0.3 0.5
H 2.32438 -2.04475 -4.45329 0.0 0.0 0.0
H 0.47564 -1.34677 -5.99333 0.0 0.0 0.0
H -1.22507 0.28216 -5.15140 0.0 0.0 0.0
H 2.33180 -1.15036 -2.14243 0.0 -0.1 0.0
H 1.44747 5.28104 2.34120 0.0 0.0 0.0
H 3.91729 5.07880 2.71326 0.0 0.0 0.0
H 5.16643 3.31905 1.43685 0.0 0.0 0.0
H 3.87611 1.74670 0.03409 0.1 0.0 0.1
H -2.51018 5.32674 0.95699 0.0 0.0 0.0
H -4.58477 5.91378 -0.29051 0.0 0.0 0.0
H -5.18812 4.72112 -2.34503 0.0 0.0 0.0
H -3.79224 2.83497 -3.17721 0.0 0.0 0.0
O 4.07114 0.03795 1.89044 -0.1 0.0 0.1
C 2.97596 -0.42068 2.10653 0.2 -0.1 -0.1
O 2.46310 -1.49987 1.61150 -0.1 -0.4 0.6
C 1.93536 0.34746 2.95313 0.5 0.4 0.0
O 2.11035 1.43005 3.42574 -0.1 -0.2 0.0
O 0.75441 -0.28454 3.00484 -0.4 -0.5 0.1
C -3.19168 -2.91330 0.93967 0.0 0.2 0.0
As -1.86039 -1.64935 0.20007 -0.3 -0.4 -0.1
C -2.60960 -1.62668 -1.61682 0.1 0.0 0.1
C -0.42197 -2.97873 0.00519 0.0 0.1 0.1
C -0.32653 -3.76305 -1.14258 0.0 0.1 0.0
C 0.69573 -4.68420 -1.30141 0.0 0.0 -0.1
C 1.65161 -4.84192 -0.31106 0.0 -0.1 0.0
C 1.57328 -4.08108 0.84153 0.0 0.0 0.1
C 0.54028 -3.16248 1.00458 -0.1 0.3 0.0
As 0.69410 -2.09816 2.64883 0.4 0.2 0.0
C 1.78991 -2.98796 3.95529 0.1 -0.1 -0.1
C -1.00794 -2.08909 3.59860 0.0 -0.1 -0.1
H -3.23844 -3.79817 0.30634 0.1 0.0 0.0
H -4.17087 -2.43530 0.95368 0.0 0.0 0.0
H -2.93697 -3.21422 1.95177 0.0 0.0 0.0
H -3.09284 -2.56934 -1.87051 0.1 0.0 0.1
H -1.83740 -1.40319 -2.34808 0.0 0.0 0.0
H -3.35312 -0.83153 -1.66580 0.0 0.0 0.1
H -1.05289 -3.63765 -1.93535 0.0 0.0 0.0
H 0.75401 -5.27297 -2.20693 0.0 0.0 0.0
H 2.46617 -5.54082 -0.44038 0.0 0.0 0.0
H 2.33521 -4.18097 1.60260 0.0 0.0 -0.1
H 2.82192 -3.06008 3.62279 -0.1 0.0 -0.1
H 1.38218 -3.98247 4.13846 0.0 0.0 0.0
H 1.74827 -2.40476 4.87546 -0.1 0.0 -0.1
H -1.45367 -3.08296 3.58724 0.0 0.0 0.0
H -1.69865 -1.35665 3.18740 0.0 0.0 -0.1
H -0.78940 -1.80740 4.62851 0.1 0.0 -0.1